1.
Here is the molecule C17H15N3O3 from the Open Molecules 2025 dataset. Energies are from ωB97M-V/def2-TZVPD.

Last column: Löwdin charge in e.
CARTESIAN COORDINATES (ANGSTROEM)
O (-0.2235, 1.7479, -1.0517)  -0.040
O (-0.0181, 3.9696, -1.0060)  0.114
O (0.6253, -0.9450, 3.0132)  0.085
N (0.6602, -4.9163, -1.9319)  0.115
N (0.1082, 0.4472, 1.2643)  0.150
N (-0.8975, -3.3594, -2.2612)  0.115
C (1.4445, -2.8696, 1.0430)  -0.018
C (-0.3775, -1.9176, -0.2547)  0.028
C (0.4142, -0.7623, 1.8335)  -0.407
C (-0.1586, 1.8145, -2.4786)  -0.208
C (-0.0588, 1.6863, 1.8643)  -0.143
C (0.4886, -1.8639, 0.8296)  -0.134
C (-0.2354, -2.9895, -1.1175)  -0.199
C (-0.3091, -4.5144, -2.6883)  -0.174
C (-0.2809, 3.0388, 3.8559)  -0.062
C (0.7484, -3.9915, -0.9229)  -0.237
C (1.5960, -3.9300, 0.1788)  0.007
C (-0.1805, 2.8500, 1.0765)  -0.056
C (-0.3423, 4.0841, 1.7149)  -0.017
C (-0.3975, 4.1877, 3.0867)  -0.078
C (-0.4578, 0.4376, -3.0408)  -0.066
C (-0.1265, 2.9317, -0.3993)  -0.421
C (-0.1113, 1.8092, 3.2545)  -0.001
H (2.3365, -4.6954, 0.3423)  0.114
H (-0.8837, 2.5568, -2.8286)  0.129
H (-0.5277, 5.1510, 3.5547)  0.102
H (2.0692, -2.7835, 1.9189)  0.117
H (0.2599, -0.2891, -2.6667)  0.072
H (0.0630, 0.4685, 0.2535)  0.105
H (-0.4244, 4.9604, 1.0896)  0.119
H (0.8418, 2.1539, -2.7679)  0.134
H (-1.6692, -2.8786, -2.6914)  0.153
H (-0.3213, 3.1002, 4.9330)  0.108
H (-0.3956, 0.4704, -4.1247)  0.081
H (-1.1540, -1.1813, -0.4016)  0.119
H (-0.6336, -5.0263, -3.5738)  0.120
H (-0.0107, 0.9207, 3.8548)  0.100
H (-1.4601, 0.1274, -2.7545)  0.074

Relative energy (zero: lowest compared OMol25 entry of this formula, charge and spin)   0.201 eV
SMILES   CCOC(=O)c1ccccc1NC(=O)c1ccc2nc[nH]c2c1

2.
Here is a structure of composition C28H27F2N2O from the Open Molecules 2025 dataset. Energies are from ωB97M-V/def2-TZVPD.

Last column: Löwdin charge in e.
CARTESIAN COORDINATES (ANGSTROEM)
F (4.4105, 4.9145, 0.5184)  0.061
F (-1.4703, 5.3029, -0.4079)  0.061
O (0.8735, -3.8458, -2.1817)  0.082
N (2.6393, -2.3736, -2.0735)  0.177
N (-0.9582, -2.4140, 1.1176)  0.018
C (3.8900, 1.4413, -1.5789)  -0.042
C (6.6687, 3.8990, -0.7597)  -0.027
C (1.4602, 1.2122, -1.1087)  -0.062
C (-2.4573, 3.2055, -0.8223)  -0.207
C (0.1862, 2.0540, -1.0198)  -0.160
C (0.8441, -2.2224, -0.4586)  -0.080
C (-0.0093, 3.4587, -0.8608)  0.056
C (-1.2976, 3.9665, -0.6854)  -0.190
C (-2.2562, 1.8421, -1.0535)  -0.027
C (-3.2662, -2.2742, 1.9885)  -0.004
C (0.5395, -0.5568, 1.2824)  -0.013
C (-0.1771, -2.9467, 0.0952)  0.082
C (-4.4770, -2.8919, 2.3139)  -0.022
C (-3.8231, 3.7800, -0.7095)  -0.028
C (2.7621, 1.9818, -0.9400)  -0.181
C (4.2401, 3.7379, -0.1646)  -0.191
C (-3.5302, -5.0424, 1.7924)  -0.013
C (5.3563, 3.2035, -0.8017)  -0.209
C (1.4509, -2.9178, -1.6336)  -0.479
C (-5.9295, -4.9189, 2.5422)  -0.042
C (-2.1768, -3.0543, 1.5280)  -0.181
C (5.1667, 1.9959, -1.4762)  -0.014
C (-0.9904, 1.3117, -1.2072)  -0.054
C (-4.6186, -4.2763, 2.2215)  -0.266
C (2.9612, 3.1690, -0.1998)  0.047
C (1.3621, -0.9979, 0.1642)  -0.063
C (-0.5784, -1.2170, 1.6796)  -0.004
C (-2.3182, -4.4483, 1.4353)  -0.001
H (-1.4867, -5.0678, 1.1008)  0.117
H (7.4501, 3.2453, -1.1482)  0.083
H (-4.0651, 4.0908, 0.3123)  0.096
H (-3.6243, -6.1143, 1.7237)  0.120
H (3.7542, 0.5317, -2.1609)  0.103
H (1.4491, 0.1511, -0.5824)  0.046
H (2.1644, 3.6693, 0.3472)  0.113
H (-6.4814, -4.3128, 3.2669)  0.085
H (-6.5593, -5.0165, 1.6473)  0.097
H (6.6310, 4.8326, -1.3395)  0.103
H (3.0794, -2.8560, -2.8798)  0.142
H (6.0258, 1.4706, -1.8918)  0.121
H (-0.5187, -3.9072, -0.3101)  0.148
H (-0.8723, 0.2541, -1.4574)  0.117
H (-5.7734, -5.9177, 2.9598)  0.087
H (-1.1982, -0.8315, 2.4851)  0.138
H (-3.1933, -1.1879, 2.0818)  0.109
H (-5.3232, -2.2789, 2.6338)  0.125
H (-4.5526, 3.0047, -0.9613)  0.083
H (1.4542, 0.7630, -2.1272)  0.147
H (2.4036, -1.1587, 0.4601)  0.158
H (6.9518, 4.1555, 0.2672)  0.094
H (0.7944, 4.2037, -0.8746)  0.118
H (-3.1252, 1.1805, -1.0950)  0.121
H (0.7874, 0.3538, 1.8042)  0.132
H (-3.9353, 4.6519, -1.3655)  0.098
H (3.2871, -1.9878, -1.4328)  0.078

Relative energy (zero: lowest compared OMol25 entry of this formula, charge and spin)   2.012 eV
Charge   +1